(1)
12
Properties=species:S:1:pos:R:3 method="wB97M-V/def2-TZVPD" e_homo_ev=-7.84 relative_energy_ev=5.068
N 1.3826 1.3243 0.4661
C 0.5617 0.2236 0.1101
C 1.1545 -0.9146 -0.5300
N 0.7994 -1.2038 0.6448
C -2.5033 -1.2603 -0.0178
N -1.7682 -0.2823 -0.1308
C -0.8687 0.6133 -0.0406
H 2.3726 1.1168 0.4467
H 1.1272 1.7863 1.3292
H 1.7253 -1.3255 -1.3575
H -2.8356 -1.7389 -0.9463
H -1.1475 1.6612 0.0260

(2)
12
Properties=species:S:1:pos:R:3 method="wB97M-V/def2-TZVPD" e_homo_ev=-10.40 relative_energy_ev=2.000 smiles=CNC(C#N)C#N
C 1.0629 0.2331 -1.2105
N -0.2438 0.5041 -0.6119
C -0.3774 0.1646 0.7872
C -1.7601 0.4577 1.2160
N -2.8367 0.7630 1.5034
C 0.0677 -1.2318 1.0797
N 0.5956 -2.2594 1.1400
H 1.6389 1.1577 -1.3030
H 0.9217 -0.1877 -2.2085
H 1.6526 -0.4966 -0.6406
H -0.9978 0.0877 -1.1416
H 0.2764 0.8076 1.3899

(3)
12
Properties=species:S:1:pos:R:3 method="wB97M-V/def2-TZVPD" e_homo_ev=-8.88 relative_energy_ev=9.415
C 1.6610 -0.2132 -0.0968
C 2.0770 1.0571 -0.0996
C 3.0784 -0.1572 0.1366
C -2.8718 0.1913 -0.0549
N 0.5238 -0.8039 -0.0533
N -0.6143 -0.4092 -0.2025
N -1.5605 0.0023 0.4842
H 3.3287 -0.2470 1.1953
H 3.8876 -0.1725 -0.7155
H -3.2295 1.2815 -0.1165
H -2.8449 -0.0801 -1.1603
H -3.4355 -0.4491 0.6833

(4)
12
Properties=species:S:1:pos:R:3 method="wB97M-V/def2-TZVPD" e_homo_ev=-9.28 relative_energy_ev=0.762 smiles=Nc1cncnc1
N 1.6452 0.7339 1.0391
C 0.5110 0.2860 0.2940
C 0.5615 -0.1836 -1.0268
N -0.5132 -0.6756 -1.6516
C -1.6741 -0.6222 -0.9985
N -1.8615 -0.0685 0.2032
C -0.7677 0.3376 0.8514
H 2.4611 0.2813 0.6392
H 1.5950 0.2574 1.9362
H 1.4675 -0.0560 -1.6312
H -2.5380 -1.0801 -1.4954
H -0.8868 0.7897 1.8403

(5)
12
Properties=species:S:1:pos:R:3 method="wB97M-V/def2-TZVPD" e_homo_ev=-9.61 relative_energy_ev=3.382 smiles="N#CC=C=N.C=N"
N -1.4488 1.8084 -1.9837
C -0.9464 1.5872 -0.9622
C -0.3393 1.3434 0.3022
C -1.0224 1.1639 1.4044
N -1.5161 0.8418 2.4747
H 0.7216 1.1344 0.4028
H -1.6125 -0.1699 2.4044
C 1.3675 -1.8525 -0.6053
N 1.2076 -0.6094 -0.7643
H 1.0184 -2.5895 -1.3286
H 1.8974 -2.2262 0.2763
H 0.6730 -0.4316 -1.6206

(6)
12
Properties=species:S:1:pos:R:3 method="wB97M-V/def2-TZVPD" e_homo_ev=-8.80 relative_energy_ev=3.803
N 1.7005 -0.9752 1.2361
C 1.2875 -0.0985 1.9069
C 0.3531 0.0653 -1.0582
C -0.7185 -0.8878 -0.7174
N -1.5257 -0.2289 0.2762
C -0.8925 0.8185 0.6063
N 0.2280 1.0670 -0.2586
H 1.1948 -0.0592 -1.7270
H -1.2708 -1.3517 -1.5362
H -0.1183 -1.6554 -0.1649
H -1.1360 1.5282 1.3837
H 0.9719 1.7206 -0.0337

(7)
12
Properties=species:S:1:pos:R:3 method="wB97M-V/def2-TZVPD" e_homo_ev=-11.34 relative_energy_ev=3.146
C 1.8496 -0.4087 0.8242
N -0.3129 -0.5003 -1.0072
C -1.0790 0.4830 -0.7791
C -2.4404 0.5902 -1.2657
N -3.5229 0.6708 -1.6645
C -0.1388 0.6045 2.1512
N 0.7408 0.0778 1.5812
H 1.8157 -0.0060 -0.1889
H 1.8162 -1.4981 0.7386
H 2.7590 -0.0921 1.3299
H -0.7566 -1.2294 -1.5632
H -0.7308 1.3082 -0.1565

(8)
12
Properties=species:S:1:pos:R:3 method="wB97M-V/def2-TZVPD" e_homo_ev=-10.47 relative_energy_ev=2.000 smiles=CNC(C#N)C#N
C 0.9599 1.3698 0.1912
N 0.7565 0.0302 -0.3925
C -0.2544 -0.7769 0.2672
C -1.6051 -0.1524 0.2081
N -2.5914 0.4309 0.0813
C -0.3311 -2.1183 -0.3522
N -0.4446 -3.1563 -0.8458
H 0.3274 1.5447 1.0737
H 0.7050 2.1478 -0.5361
H 2.0117 1.5050 0.4726
H 0.4996 0.1227 -1.3772
H 0.0149 -0.9244 1.3223

(9)
12
Properties=species:S:1:pos:R:3 method="wB97M-V/def2-TZVPD" e_homo_ev=-9.41 relative_energy_ev=1.079 smiles="[H]/N=C1C=C/C(=N/[H])N/1"
H 0.6674 0.9137 -2.6460
N 1.2965 0.4553 -1.9936
C 0.7488 0.2709 -0.8504
C 1.3549 -0.3702 0.3703
C 0.4313 -0.6222 1.2734
C -0.8947 -0.1310 0.7517
N -2.0212 -0.2731 1.3492
H -2.7592 0.1186 0.7731
N -0.5785 0.4679 -0.4806
H 2.4530 -0.5160 0.4035
H 0.5389 -1.1317 2.2238
H -1.2371 0.8179 -1.1746

(10)
12
Properties=species:S:1:pos:R:3 method="wB97M-V/def2-TZVPD" e_homo_ev=-9.27 relative_energy_ev=3.375
H 1.2197 1.8212 -0.4952
N 0.4623 1.1659 -0.4187
C 0.3346 0.1640 -1.1697
C -0.6900 -0.8887 -0.6836
N -1.4412 -0.2048 0.3295
C -0.6783 0.4302 1.1445
C 0.6567 -0.1057 1.6587
N 1.6467 -0.6868 1.8409
H 0.9671 -0.0202 -2.0367
H -1.3354 -1.2517 -1.4946
H -0.0876 -1.7409 -0.3270
H -1.0546 1.3174 1.6521

(11)
12
Properties=species:S:1:pos:R:3 method="wB97M-V/def2-TZVPD" e_homo_ev=-8.91 relative_energy_ev=1.601 smiles=Nc1cncnc1
N -2.0483 0.1991 -0.1287
C -0.6811 -0.1499 0.0288
C 0.0923 1.0599 0.3389
N 1.3948 1.1838 0.2675
C 2.1012 -0.0329 -0.0028
N 1.5381 -1.2225 0.0018
C 0.0966 -1.3143 0.0327
H -2.1303 1.0760 -0.6409
H -2.7625 -0.4418 -0.4485
H -0.5880 1.8589 0.7010
H 3.1860 0.1610 -0.1886
H -0.1988 -2.3773 0.0387

(12)
13
Properties=species:S:1:pos:R:3 method="wB97M-V/def2-TZVPD" e_homo_ev=-9.04 relative_energy_ev=5.107 smiles="C=Cn1[nH]ncc1=O"
C 1.6574 0.4335 1.7282
C 1.2037 -0.1325 0.5636
N -0.0854 0.0923 -0.0689
N -1.2242 0.8118 0.2902
N -2.1328 0.3094 -0.5364
C -1.6236 -0.3918 -1.5795
C -0.2184 -0.5899 -1.3353
O 0.7466 -0.7745 -2.1538
H 2.7509 0.1712 1.7300
H 1.0594 1.2973 2.1833
H 1.7939 -0.9618 0.1740
H -1.3709 0.4893 1.2098
H -2.5566 -0.7543 -2.2052